(1)
# C6H8O2

One molecule with the formula C6H8O2 in a non-equilibrium geometry (the ωB97M-V functional and the def2-TZVPD basis, the OMol25 dataset).

Structure (ORCA input):
```
! wB97M-V def2-TZVPD RIJCOSX def2/J DEFGRID3
* xyz 0 1
H -0.308 -2.220 1.934
O -0.501 -1.271 1.845
H 3.725 -0.262 -0.484
H -2.096 1.513 0.822
H -0.036 1.308 -1.770
H -0.331 -0.410 -2.077
C -0.658 0.453 -1.490
H -0.514 2.273 0.507
C 1.691 -1.249 -0.274
H -1.693 0.665 -1.781
O 0.498 -1.902 -0.195
C -0.593 0.209 -0.007
H -0.714 1.231 1.901
C -0.230 -0.977 0.532
C 2.775 -0.723 -0.320
C -1.015 1.362 0.857
*
```

## Properties
Frontier orbital gap (Eh): 0.329
Energy (eV): -10442.8775
SMILES: C#COC(O)=C(C)C
Energy above the lowest of the compared OMol25 structures with the same formula, charge and spin (kJ/mol): 371.36
HOMO energy (eV): -8.2447

=====

(2)
# C57H74F2N10O5S2

A 6-piece molecular cluster, C57H74F2N10O5S2 overall in a non-equilibrium geometry (the ωB97M-V functional and the def2-TZVPD basis, the OMol25 dataset).

Structure (ORCA input):
```
! wB97M-V def2-TZVPD RIJCOSX def2/J DEFGRID3
* xyz 8 1
H 19.038 28.108 19.085
H 8.644 16.354 8.512
C 12.093 18.983 10.002
H 18.914 15.606 12.815
C 19.120 21.451 13.556
H 12.064 19.267 11.054
C 17.507 22.989 14.537
H 14.942 17.370 18.160
H 16.071 23.281 6.960
H 18.062 16.807 14.828
C 21.074 18.433 11.349
H 18.510 17.072 19.307
H 13.859 22.722 8.132
C 21.004 17.600 17.143
H 21.636 19.204 10.842
H 20.523 22.106 15.754
C 15.864 23.512 7.994
H 11.517 16.411 14.793
C 19.535 17.386 19.113
H 13.254 13.120 17.701
H 18.059 25.176 7.162
C 9.939 22.092 12.981
C 12.252 21.786 12.602
C 17.187 23.890 15.617
H 21.459 19.096 13.398
H 13.010 15.829 10.951
H 10.780 19.599 8.446
H 21.239 18.317 8.913
N 16.461 20.757 12.208
H 7.676 16.471 10.776
C 16.780 24.313 9.951
C 9.973 10.454 15.876
C 10.997 23.277 11.213
H 10.057 23.751 10.971
C 16.190 26.396 19.152
H 12.115 15.830 8.281
H 19.742 26.057 17.706
N 20.441 17.552 10.591
C 20.266 17.348 13.418
H 14.167 17.023 10.376
C 19.635 16.586 11.170
C 13.402 22.137 11.957
H 18.953 16.034 10.539
H 9.730 19.375 11.386
C 9.635 19.215 10.312
H 21.780 17.797 17.868
C 17.782 25.246 17.731
C 15.719 23.811 10.728
H 20.158 16.611 19.560
C 16.791 28.444 20.250
H 15.912 28.215 20.853
H 15.414 19.308 16.673
H 20.201 21.331 13.632
H 19.969 23.625 17.393
C 21.010 18.348 12.762
H 10.057 22.621 13.926
C 19.264 23.530 16.580
H 15.187 26.594 19.501
H 10.420 9.769 16.597
H 9.167 22.492 12.323
C 12.633 15.516 16.452
H 16.204 24.336 15.636
H 13.975 14.986 18.033
C 19.588 22.632 15.628
H 18.575 23.491 7.335
C 12.011 17.403 9.895
F 16.115 20.086 14.516
C 18.747 26.183 18.107
C 20.156 17.338 14.910
H 10.914 20.791 9.693
C 8.196 17.381 11.075
H 12.234 21.256 13.543
N 13.742 18.067 16.634
H 16.847 22.738 13.719
N 17.163 27.309 19.444
C 20.317 17.797 9.175
C 18.712 17.157 16.836
H 18.699 21.810 12.617
H 17.635 28.724 20.880
C 14.334 19.399 16.788
N 19.774 17.337 17.642
H 18.927 24.613 8.604
H 7.412 18.133 10.986
H 10.255 14.769 14.975
H 13.152 17.243 11.813
C 13.162 16.895 10.780
H 11.574 17.429 7.693
C 11.601 11.897 17.016
C 12.183 16.908 8.432
H 12.631 18.654 15.005
C 10.778 13.996 15.519
C 8.951 17.383 8.699
H 20.238 16.853 8.637
H 19.824 18.340 19.554
H 12.971 19.437 9.542
C 12.287 16.552 15.536
F 16.875 21.311 9.981
C 18.888 17.080 15.468
H 8.904 10.581 16.048
C 14.617 23.266 10.063
H 19.547 18.545 8.984
C 13.687 15.770 17.347
C 12.187 23.556 10.450
C 21.232 17.602 15.746
H 9.653 17.527 7.878
C 16.514 25.323 18.303
C 18.071 24.183 16.660
H 9.850 21.009 13.069
C 19.560 16.433 12.557
C 10.181 12.776 15.406
N 16.944 24.034 8.633
H 8.802 19.839 9.989
O 15.470 19.457 10.320
C 11.928 14.197 16.311
H 11.906 11.066 17.635
H 15.685 24.213 11.730
C 10.882 19.715 9.525
H 12.256 24.256 9.630
N 18.712 22.435 14.611
N 10.647 16.970 10.524
C 9.379 17.686 10.164
C 14.150 17.114 17.472
S 16.614 20.021 10.912
C 14.684 23.168 8.668
H 9.421 12.490 14.694
N 11.099 22.360 12.225
H 14.064 19.828 17.753
H 22.236 17.845 15.431
O 17.909 19.353 10.725
H 15.784 24.540 18.159
O 16.681 18.261 13.124
H 13.972 19.980 15.940
H 17.777 17.033 17.362
H 10.072 10.111 14.847
H 8.109 18.029 8.449
N 10.635 11.744 16.086
C 12.363 13.073 17.091
H 13.180 17.185 8.090
H 18.616 20.562 13.934
S 15.858 19.490 13.053
O 10.679 16.000 11.520
C 13.363 22.929 10.795
H 8.329 17.262 12.150
C 18.168 24.351 7.867
H 17.601 24.828 10.429
H 14.363 21.755 12.267
O 14.409 19.378 13.028
C 18.396 27.267 18.866
H 16.612 29.306 19.607
C 12.890 17.803 15.618
*
```

## Properties
Frontier orbital gap (Eh): 0.279
Energy (eV): -112452.9942
HOMO energy (eV): -25.3532

=====

(3)
# C21H17IN5OZn

C21H17IN5OZn as an isolated structure (the ωB97M-V functional and the def2-TZVPD basis, the OMol25 dataset).

Structure (ORCA input):
```
! wB97M-V def2-TZVPD RIJCOSX def2/J DEFGRID3
* xyz 0 2
H 4.771 2.824 -0.164
C 0.081 -3.475 3.031
H 1.621 -4.895 3.508
H -2.129 4.704 -0.564
C 2.069 -1.599 2.941
C 0.971 -2.618 -0.686
C 1.341 2.984 -0.220
O 0.522 -0.005 2.377
H -0.079 6.083 -0.604
H -0.735 -4.183 3.048
H 4.535 5.286 -0.333
H 2.019 -2.393 -0.785
N -1.000 -3.619 -0.650
C 2.407 5.211 -0.399
C -0.027 5.006 -0.487
H -1.971 2.280 -0.240
N -2.124 -0.305 0.572
C -2.272 -1.592 0.157
H 3.419 -3.157 3.436
C -0.197 -2.158 2.741
C -4.281 -0.879 0.823
C 0.357 -3.792 -0.956
H -1.177 -1.761 2.525
N 0.064 -1.671 -0.272
H 2.281 6.282 -0.501
C -1.153 4.245 -0.461
C 2.386 -2.906 3.243
C -3.369 0.109 0.979
I 3.064 0.412 -0.115
C 3.650 4.665 -0.309
N 0.794 -1.248 2.688
Zn -0.104 0.272 0.359
C 0.154 2.186 -0.143
C 1.247 4.399 -0.367
H -3.535 1.102 1.363
H -5.336 -0.913 1.025
C -1.155 -2.294 -0.278
H 0.745 -4.727 -1.318
C 3.785 3.266 -0.203
H 2.775 -0.787 2.869
C 2.673 2.473 -0.165
N -3.585 -1.981 0.319
H -3.994 -2.845 0.021
H -1.732 -4.194 -1.025
C -1.047 2.848 -0.279
C 1.387 -3.864 3.282
*
```

## Properties
Frontier orbital gap (spin up / spin down) (Eh): 0.177 / 0.282
Energy (eV): -88067.9945
HOMO energy (spin up / spin down) (eV): -4.6646 / -7.5213

=====

(4)
# C13H9BiCl5N3OSSe

C13H9BiCl5N3OSSe as an isolated structure (the ωB97M-V functional and the def2-TZVPD basis, the OMol25 dataset).

Structure (ORCA input):
```
! wB97M-V def2-TZVPD RIJCOSX def2/J DEFGRID3
* xyz 0 1
Bi 1.289 0.367 -0.565
C 0.290 -3.373 1.933
C 0.068 -2.265 1.188
C 0.672 2.632 1.431
N 2.748 -0.660 3.516
Cl 0.887 -2.233 -2.588
C 3.268 -0.152 2.614
C -0.775 -0.358 -1.539
H -0.882 -1.782 1.027
H 1.721 2.812 1.693
S 1.948 -3.780 1.895
Se 4.011 0.616 1.128
H 3.246 -2.199 0.549
C 2.254 -2.461 0.885
H -0.057 5.056 -0.785
N 1.194 -1.755 0.594
Cl -4.315 -1.972 -3.894
Cl -1.534 -3.341 -4.134
C -2.978 -1.362 -3.006
H -0.424 -3.949 2.495
O 0.728 2.730 -0.965
H 0.060 3.114 2.197
C -2.031 0.233 -1.476
H -0.170 5.058 0.949
C -3.129 -0.245 -2.188
N 0.040 4.575 0.094
C 0.430 1.132 1.358
C -1.734 -1.977 -3.108
C -0.666 -1.459 -2.381
H -0.628 0.892 1.401
Cl -4.664 0.525 -2.080
C 0.469 3.310 0.098
H 0.953 0.618 2.159
Cl -2.291 1.650 -0.494
*
```

## Properties
Frontier orbital gap (Eh): 0.287
Energy (eV): -164778.5932
Energy above the lowest of the compared OMol25 structures with the same formula, charge and spin (kJ/mol): 0.00
HOMO energy (eV): -7.7163

=====

(5)
# C11H11ClN2O2Re

C11H11ClN2O2Re as an isolated structure in a non-equilibrium geometry (the ωB97M-V functional and the def2-TZVPD basis, the OMol25 dataset).

Structure (ORCA input):
```
! wB97M-V def2-TZVPD RIJCOSX def2/J DEFGRID3
* xyz 2 4
H 2.992 -2.588 0.540
C -0.500 -1.652 1.440
N -2.384 1.058 -0.830
C 0.698 0.455 -1.798
C -2.464 1.037 1.354
H 0.321 1.373 -2.244
H 3.740 -0.958 0.675
Cl 3.831 1.021 2.748
H -4.222 1.948 -1.273
H 3.962 -1.942 -0.817
C 0.773 1.123 1.633
C 2.054 -1.062 -0.643
C -3.560 1.610 -0.505
H -0.860 -1.097 -2.375
C 1.921 0.316 -1.063
O 0.822 1.946 2.438
C 0.912 -1.780 -1.172
C -3.649 1.615 0.892
C 3.259 -1.674 -0.011
O -1.113 -2.323 2.167
H -2.021 0.911 -1.773
N -1.700 0.710 0.289
H 0.765 -2.852 -1.055
Re 0.276 -0.254 0.226
C 0.070 -0.853 -1.866
H -2.130 0.846 2.359
H -4.447 1.981 1.488
H 2.653 1.084 -0.824
*
```

## Properties
Frontier orbital gap (spin up / spin down) (Eh): 0.353 / 0.256
Energy (eV): -33293.7759
Energy above the lowest of the compared OMol25 structures with the same formula, charge and spin (kJ/mol): 75.05
HOMO energy (spin up / spin down) (eV): -17.1147 / -17.3860

=====

(6)
# C16H12ClN3O4RuS2

C16H12ClN3O4RuS2 as an isolated structure in a non-equilibrium geometry (the ωB97M-V functional and the def2-TZVPD basis, the OMol25 dataset).

Structure (ORCA input):
```
! wB97M-V def2-TZVPD RIJCOSX def2/J DEFGRID3
* xyz 1 2
H 1.143 -1.179 -2.756
O -1.254 -5.162 -2.137
H -2.624 1.275 -1.877
C -1.638 1.693 -1.750
H 4.279 2.542 -1.162
C 2.241 3.129 -1.296
H 1.331 -0.733 1.547
N -1.315 -0.826 0.793
H 2.444 4.186 -1.183
H -2.327 3.728 -1.644
O -1.513 -2.884 -2.882
C -1.334 -1.002 4.403
C -0.203 3.580 -1.466
C -1.461 3.081 -1.626
H 1.976 -1.619 -1.409
C -1.716 -0.980 3.064
H -2.073 -1.079 5.189
C 2.978 0.838 -1.424
Ru -0.900 -1.271 -1.256
Cl -1.127 -3.807 -1.783
N 1.317 -0.947 -1.783
C -2.617 -0.912 0.807
C 0.902 2.701 -1.460
C 0.640 1.328 -1.610
C 3.253 2.216 -1.276
N -0.632 0.840 -1.726
C 0.977 -0.826 3.672
O -1.947 -3.426 -0.636
H 2.025 -0.772 3.938
S -3.311 -1.059 2.381
C 0.607 -0.801 2.350
C -0.755 -0.872 2.045
C 1.697 0.413 -1.602
H -0.036 4.644 -1.339
H 0.334 -0.927 5.725
O 0.244 -3.442 -1.424
H 3.790 0.120 -1.412
C 0.012 -0.920 4.691
S -3.404 -0.869 -0.683
*
```

## Properties
Frontier orbital gap (spin up / spin down) (Eh): 0.236 / 0.229
Energy (eV): -66208.1098
Energy above the lowest of the compared OMol25 structures with the same formula, charge and spin (kJ/mol): 192.36
HOMO energy (spin up / spin down) (eV): -11.4237 / -11.4194